i.
Here is a cluster of 12 separate species, C43H117N7O12 in total from OMol25. Energies are from wB97M-V/def2-TZVPD.

Geometry (Å):
N 10.07 11.67 16.74
H 17.95 14.10 14.86
H 8.91 15.02 11.56
C 15.55 10.79 14.43
H 14.06 10.68 15.94
H 17.81 20.59 19.99
H 19.03 18.61 18.03
H 17.65 13.70 20.39
C 10.79 13.84 19.65
H 11.69 10.85 14.89
H 14.17 13.43 20.05
H 12.12 12.72 17.48
H 7.70 14.85 22.27
C 14.04 15.97 15.48
H 7.11 15.36 19.48
H 14.37 15.45 13.46
H 13.65 13.17 9.39
H 12.65 21.08 17.35
H 16.42 19.78 12.04
H 9.08 15.54 9.97
H 16.31 10.24 18.63
C 16.69 11.64 14.03
H 8.34 16.69 19.61
C 18.05 14.66 20.05
H 16.04 12.61 10.01
H 17.92 18.80 12.68
H 12.91 13.70 21.21
H 13.63 10.59 13.69
C 7.32 16.37 19.80
H 16.80 17.01 17.76
C 11.48 15.78 11.37
H 13.66 14.04 14.43
H 15.81 9.69 14.43
H 13.78 19.43 15.87
O 10.80 14.65 10.76
H 11.70 19.13 11.09
H 19.72 17.08 13.69
O 5.48 16.39 21.38
H 7.65 16.31 23.25
H 11.91 15.63 15.61
C 15.50 10.63 18.10
C 12.56 16.40 15.36
H 15.73 21.29 22.16
H 12.55 15.52 11.58
O 13.82 20.60 14.29
C 15.04 11.13 15.85
N 17.25 14.27 17.71
C 15.22 21.05 16.09
H 17.22 17.15 11.44
C 18.19 14.88 14.12
C 9.35 14.77 10.62
C 15.13 19.02 20.83
C 6.93 16.64 21.25
H 10.00 13.46 19.00
H 17.41 11.69 14.83
C 19.20 17.65 17.41
C 12.15 13.26 19.35
O 18.79 16.47 17.99
H 21.06 17.56 11.55
H 10.55 18.00 15.46
H 14.07 10.77 9.17
C 11.60 11.97 14.70
H 15.92 16.01 12.04
H 8.35 13.32 15.04
O 13.07 13.07 11.43
H 15.44 11.70 18.39
H 9.62 13.50 13.89
H 14.28 11.96 13.21
H 19.01 14.59 19.68
C 13.88 12.66 10.33
H 14.35 18.56 20.25
H 15.39 12.06 11.57
O 12.31 17.47 16.35
H 15.21 22.13 15.99
H 21.29 14.90 15.31
H 19.98 14.08 13.54
H 22.67 17.01 11.70
H 16.11 17.44 13.89
H 9.43 11.87 12.12
H 9.89 10.74 16.46
H 13.60 16.01 17.52
C 11.39 17.07 10.61
H 16.05 20.63 15.46
H 13.51 10.62 10.79
H 10.39 17.17 10.25
H 17.52 17.23 19.46
H 16.83 19.85 13.72
N 14.48 10.97 13.41
O 15.92 19.87 19.95
C 13.91 20.53 15.69
H 11.50 12.26 13.60
C 11.00 17.82 16.41
H 18.00 21.68 22.87
C 19.69 14.98 14.05
C 20.06 16.17 13.19
H 15.44 13.81 11.20
H 15.82 18.21 21.11
H 7.72 12.30 12.60
C 17.47 16.61 18.54
O 12.46 13.40 18.00
H 20.28 17.50 17.19
H 18.06 15.25 20.92
O 14.50 18.34 12.88
H 15.03 12.23 16.01
C 16.05 22.71 20.44
H 10.92 18.61 17.13
H 9.30 12.06 17.28
C 16.20 17.06 11.80
H 10.35 16.92 16.78
C 12.17 17.15 9.24
C 15.91 17.97 12.95
H 15.20 22.45 19.84
H 15.37 20.72 17.15
H 12.34 11.21 9.58
H 10.97 15.84 12.32
H 11.94 16.32 8.60
H 7.07 17.68 21.45
H 17.30 23.13 22.55
H 14.57 10.11 18.32
C 13.19 13.87 20.18
N 11.69 18.20 11.50
H 14.68 16.83 15.13
H 19.93 15.73 15.94
H 17.24 11.23 13.19
H 8.27 10.60 12.40
H 12.88 22.42 16.20
H 11.86 20.99 15.71
H 12.34 16.85 14.35
C 16.53 21.65 21.47
O 21.44 16.19 13.07
H 9.09 13.85 10.11
C 21.82 17.30 12.30
H 8.81 16.18 21.95
H 10.72 13.53 16.07
N 17.59 22.26 22.18
H 22.04 18.19 12.82
C 13.41 11.23 9.92
C 17.12 15.16 18.96
C 8.59 11.61 12.75
H 10.76 14.98 19.61
H 17.68 14.73 13.15
H 12.56 12.40 15.03
C 7.78 15.94 22.25
H 6.78 16.99 19.14
C 17.04 20.36 20.67
C 15.29 12.82 10.76
H 12.16 13.28 11.08
H 16.81 22.79 19.62
C 10.39 12.58 15.57
C 14.33 14.90 14.42
H 15.61 17.44 10.93
C 12.76 21.33 16.32
H 15.81 23.65 20.96
H 13.32 14.96 20.05
H 13.27 17.24 9.33
N 20.29 14.93 15.36
H 18.22 14.17 17.41
H 18.57 17.89 16.52
H 10.53 13.57 20.66
H 14.23 21.45 13.98
H 12.05 12.12 19.54
H 17.72 15.80 14.50
H 14.31 18.94 13.60
H 5.28 15.85 22.16
H 11.86 18.06 8.74
H 16.31 12.62 13.81
H 14.81 19.58 21.65
H 12.70 18.22 11.82
H 15.33 14.53 14.54
C 16.83 19.19 12.89
C 9.20 12.81 14.57
O 8.91 11.54 14.07
N 14.30 15.61 16.88
H 17.38 19.64 21.48
H 19.60 15.99 12.25
H 16.69 14.69 16.95
H 14.19 14.62 17.01
O 15.86 10.50 16.80
H 16.08 15.14 19.25

Values from the calculation:
HOMO in eV: -8.456

ii.
Here is a cluster of 12 separate species, C43H117N7O12 in total from OMol25. Energies are from wB97M-V/def2-TZVPD.

Geometry (Å):
H 4.84 0.92 -4.10
H 5.53 1.59 3.81
C 0.60 3.15 2.32
H 4.30 -2.33 5.26
C 5.36 2.40 0.63
H -4.68 1.48 4.85
H 1.13 0.88 0.02
O 5.96 -3.05 3.44
C 3.71 1.78 -1.25
H 2.66 -0.36 0.05
H -3.44 -0.51 3.12
H -3.21 -2.65 5.92
C -4.55 2.16 4.00
H -5.92 0.19 -0.48
H 4.29 -4.00 5.54
H -1.33 7.54 -4.74
O -7.39 -0.63 -1.60
C -3.24 0.46 2.67
H -3.45 2.36 -5.09
H 4.48 -3.83 -3.77
H 4.49 -4.08 -5.38
H -0.86 3.89 -4.10
H 3.21 0.96 -3.55
H -0.90 -1.17 4.20
H -3.71 2.79 4.27
H 0.12 -5.95 -1.32
H 0.94 3.90 -0.81
H 0.92 2.52 1.50
H 3.30 2.78 -1.34
H 2.22 -4.15 -4.16
N -5.04 0.30 -3.10
C -1.29 0.72 -4.64
C 3.76 1.96 4.43
C 0.24 -4.20 0.93
H -5.99 0.31 -3.44
H -1.17 0.21 -0.43
C -2.41 -6.80 3.98
H -2.39 0.91 3.18
H -2.82 6.61 -4.43
C -0.59 4.01 1.87
H -2.87 -0.90 -2.18
O 1.95 -0.93 -0.24
C 0.65 1.52 -5.75
C -2.30 0.66 -5.79
C -2.96 2.04 -6.00
H -3.92 -0.02 -4.76
H -1.80 -7.17 4.80
C 2.75 -3.29 -4.57
H 2.90 -3.27 4.72
H 1.23 2.43 -5.94
H -5.44 2.79 4.10
H 5.46 2.09 5.29
C 3.69 0.53 4.94
H -3.20 2.52 1.77
C 0.71 3.53 5.94
C 4.12 1.63 0.25
H -1.37 4.90 -1.23
N 4.41 0.24 0.68
H -3.86 1.98 -6.62
H 0.72 4.45 5.35
H -0.28 3.10 5.83
H 1.31 0.73 -5.38
O 4.69 1.49 -2.16
C 3.85 -2.57 2.35
C -2.16 -3.04 4.22
H 1.49 3.73 2.54
H 2.82 -2.92 2.28
H 3.32 2.05 3.44
H 1.59 -6.25 -0.46
H 1.23 -2.16 -3.56
H 0.99 3.67 6.98
C -0.36 -0.52 -0.50
H -0.72 -4.69 0.76
O -2.95 -5.48 4.09
H 6.27 -3.29 4.32
H 0.01 -2.66 4.57
H 2.86 1.12 -1.44
C -4.41 1.38 2.70
C 1.10 -5.53 -1.12
H 5.49 2.52 1.70
C -5.00 -0.79 -2.16
H 3.12 3.94 5.07
O -1.07 5.93 -3.53
H -1.31 2.79 0.56
H -1.36 3.90 3.81
C -1.89 -4.57 4.41
H -0.84 -2.83 -7.35
H 1.58 -5.45 -2.10
H 0.85 5.32 -1.76
H 2.65 0.19 4.92
C -8.38 -0.43 -0.64
H 0.05 -3.16 1.19
H 6.21 1.87 0.18
H -0.26 4.76 1.15
H -1.87 0.31 -6.72
C -1.34 4.58 -3.41
H 1.03 3.78 -2.60
H 2.51 -3.93 -6.66
H 0.94 -1.28 2.17
H -1.83 1.08 -3.77
H 4.11 0.39 5.94
H 4.51 -4.46 3.06
C -6.09 -0.71 -1.07
C -0.95 4.19 -1.95
H -0.77 -1.48 -0.20
H -4.94 1.13 -2.53
C 4.16 1.50 -3.49
H -2.29 -2.81 3.16
O 1.53 2.59 5.30
H 5.31 3.39 0.18
N -1.17 2.78 -1.59
H 0.27 -4.21 -7.58
H -0.05 0.12 2.28
H -3.24 -7.51 3.89
H 2.69 -2.18 -6.42
H -0.89 -2.10 5.76
H -8.36 0.55 -0.15
C 2.32 -2.16 -3.60
C 0.83 -0.27 1.77
H 4.16 -0.15 4.23
H -5.03 -1.76 -2.65
H -8.16 -1.13 0.17
H -5.25 0.77 2.39
H -1.61 -4.77 5.44
O -1.59 3.11 1.42
H 3.27 2.93 6.44
H -9.35 -0.62 -1.08
C 0.55 4.27 -1.76
H -3.02 -1.20 -5.24
H 2.20 -2.85 -0.10
O -4.14 2.32 1.71
C 4.58 -3.43 3.39
H -4.02 -3.30 4.73
H 3.31 1.95 0.91
C 2.22 -3.09 -6.04
C 0.86 -0.15 0.23
H 2.66 -1.20 -3.97
H -1.61 5.95 -5.46
H 4.37 -2.51 1.39
H 0.62 -2.50 -8.01
H -2.33 2.86 -6.35
H 5.09 0.07 1.41
C -3.62 -0.80 -1.40
H -3.47 0.09 -0.81
H -0.64 2.17 -2.19
H -0.61 5.46 3.52
H 3.96 2.48 -3.93
C -0.94 -2.15 4.67
H -2.97 0.31 1.62
H -3.52 -1.62 -0.69
H 3.73 -1.50 2.51
H 0.24 1.09 -6.67
H -1.96 -6.98 3.00
H -2.41 4.36 -3.49
H -0.25 -0.58 -1.58
H 1.69 0.28 2.15
H 2.72 -2.18 -2.59
C 1.03 -4.24 -0.41
C -1.25 4.69 3.08
N 5.12 2.33 4.37
H 0.28 2.49 3.14
C 2.96 2.92 5.39
H -0.95 -0.28 -4.36
N -3.32 -2.59 4.92
H -6.04 -1.56 -0.39
H 0.52 -3.51 -1.03
O 0.82 -2.85 -6.04
H -2.17 5.22 2.84
C -1.74 6.55 -4.56
C 0.19 -3.17 -7.26
H -2.12 2.55 -1.85
H 4.87 -0.22 -0.10
C 3.99 -3.26 4.79
H 0.76 -4.74 1.73
N -3.37 -0.31 -5.56
O 2.32 -3.79 -0.24
O -0.31 1.76 -4.75
H -0.94 -4.78 3.92
N 4.19 -3.44 -4.65

Values from the calculation:
HOMO in eV: -8.927

Among the structures shown above, ii is the most stable, with the second-best lying 1.043 eV higher.